C23H48F3IN3O6 | ωB97M-V with the def2-TZVPD basis set

Summary:
HOMO: -0.3866 hartree
total charge: +1

Last column: Mulliken charge in e.
CARTESIAN COORDINATES (ANGSTROEM)
1 C -2.15 -0.05 -1.97  -1.549
2 C -2.47 0.13 -0.48  1.095
3 C -3.85 0.71 -0.22  -1.276
4 N -1.61 -0.29 0.39  0.016
5 C -0.82 0.57 1.18  -1.142
6 C -1.52 1.67 2.04  -0.694
7 I -2.92 0.61 3.32  0.119
8 C -0.52 2.38 3.03  -0.828
9 C 0.70 2.89 2.21  -1.065
10 C 1.28 1.71 1.42  0.276
11 C 2.65 2.17 0.83  -1.721
12 C 3.46 1.06 0.12  0.294
13 C 4.22 1.52 -1.10  0.160
14 F 5.00 0.59 -1.71  -0.338
15 C 4.21 2.80 -1.66  0.144
16 F 3.51 3.15 -2.72  -0.165
17 F 4.90 3.77 -1.07  -0.172
18 N 0.34 1.18 0.39  0.612
19 N -0.10 2.28 -0.41  -0.914
20 C 0.34 2.25 -1.57  0.664
21 O 0.69 2.04 -2.65  -0.244
22 H -3.01 -0.53 -2.45  0.569
23 H -1.24 -0.65 -2.12  0.288
24 H -2.07 0.95 -2.44  0.326
25 H -3.82 1.78 0.05  0.281
26 H -4.52 0.62 -1.08  0.414
27 H -4.28 0.20 0.65  0.309
28 H -0.32 -0.08 1.92  0.559
29 H -2.01 2.44 1.45  0.514
30 H -0.18 1.68 3.80  0.483
31 H -1.04 3.21 3.53  0.474
32 H 0.38 3.74 1.60  0.334
33 H 1.50 3.26 2.87  0.558
34 H 1.55 0.94 2.16  0.332
35 H 3.24 2.51 1.69  0.528
36 H 2.45 3.06 0.20  0.564
37 H 4.21 0.71 0.85  0.439
38 H 2.89 0.17 -0.15  -0.266
39 H 0.77 0.45 -0.18  1.044
40 C 2.90 -3.42 1.54  -1.302
41 C 1.67 -2.54 1.72  -0.329
42 O 1.87 -1.26 1.09  -0.282
43 H 3.78 -2.94 1.97  0.298
44 H 2.76 -4.39 2.02  0.417
45 H 3.11 -3.58 0.48  0.353
46 H 1.48 -2.36 2.77  0.341
47 H 0.79 -3.02 1.28  0.335
48 H 2.03 -1.43 0.15  0.188
49 C 0.80 2.96 -5.79  -0.824
50 C 0.16 3.00 -7.17  -0.405
51 O -1.26 3.08 -7.08  -0.514
52 H 0.43 2.10 -5.24  0.220
53 H 1.89 2.89 -5.86  0.330
54 H 0.54 3.85 -5.22  0.312
55 H 0.40 2.10 -7.73  0.314
56 H 0.53 3.87 -7.74  0.285
57 H -1.47 3.88 -6.59  0.291
58 C -3.50 -4.10 0.33  -0.517
59 C -2.62 -4.26 1.56  -0.330
60 O -1.50 -3.37 1.51  -0.369
61 H -2.92 -4.30 -0.58  0.241
62 H -4.35 -4.79 0.36  0.123
63 H -3.87 -3.08 0.26  0.154
64 H -2.23 -5.28 1.62  0.330
65 H -3.20 -4.06 2.47  0.235
66 H -1.84 -2.48 1.47  0.124
67 C -8.03 -7.22 0.67  -1.069
68 C -7.39 -5.94 0.18  -0.213
69 O -5.97 -6.08 0.08  -0.521
70 H -7.63 -7.50 1.64  0.287
71 H -9.11 -7.11 0.75  0.334
72 H -7.82 -8.04 -0.02  0.328
73 H -7.58 -5.12 0.87  0.293
74 H -7.78 -5.66 -0.80  0.254
75 H -5.79 -6.79 -0.55  0.258
76 C 7.61 4.14 2.60  -1.216
77 C 6.40 3.31 2.24  0.049
78 O 5.20 3.92 2.74  -0.504
79 H 7.69 4.26 3.69  0.301
80 H 8.53 3.68 2.24  0.362
81 H 7.54 5.15 2.18  0.347
82 H 6.47 2.32 2.68  0.304
83 H 6.32 3.20 1.16  0.070
84 H 5.13 4.79 2.34  0.292


C23H48NNdO2P3 | ωB97M-V with the def2-TZVPD basis set

Summary:
multiplicity: 4
HOMO (spin up / spin down): -0.5761 / -0.5764 hartree
total charge: +3

Last column: Mulliken charge in e.
CARTESIAN COORDINATES (ANGSTROEM)
1 Nd 0.18 0.00 -0.17  1.070
2 P -2.43 -0.67 1.00  0.750
3 P 0.78 -2.96 -0.27  1.460
4 P -1.52 -0.47 -2.59  0.656
5 H 1.09 4.33 -2.20  0.318
6 C 0.13 4.33 -2.68  -0.572
7 C -1.02 4.52 -1.96  -0.585
8 H -1.00 4.59 -0.86  0.256
9 C -2.39 -0.38 2.81  -1.312
10 C -3.16 -2.35 0.98  -1.329
11 C -3.87 0.38 0.55  -1.259
12 C 2.42 -3.57 -0.70  -1.625
13 C 0.60 -3.37 1.39  -1.119
14 C -0.33 -3.84 -1.29  -1.276
15 C -2.27 1.08 -3.19  -0.977
16 C -2.92 -1.65 -2.67  -1.204
17 C -0.51 -0.96 -4.06  -1.053
18 H 0.08 4.15 -3.74  0.330
19 H -2.02 4.48 -2.43  0.315
20 H -2.72 0.63 3.03  0.375
21 H -1.37 -0.48 3.17  0.260
22 H -3.02 -1.11 3.31  0.557
23 H -2.37 -3.10 1.12  0.258
24 H -3.65 -2.57 0.03  0.338
25 H -3.87 -2.43 1.81  0.557
26 H -3.63 1.42 0.79  0.424
27 H -4.76 0.07 1.11  0.428
28 H -4.06 0.34 -0.53  0.268
29 H 2.57 -4.49 -0.11  0.521
30 H 3.20 -2.85 -0.44  0.524
31 H 2.55 -3.80 -1.76  0.436
32 H 1.13 -4.31 1.59  0.435
33 H -0.42 -3.54 1.68  0.361
34 H 1.00 -2.68 2.12  0.444
35 H 0.03 -4.86 -1.39  0.515
36 H -0.48 -3.48 -2.30  0.301
37 H -1.31 -3.90 -0.84  0.324
38 H -2.50 1.00 -4.26  0.474
39 H -1.59 1.94 -3.04  0.068
40 H -3.20 1.28 -2.63  0.373
41 H -3.17 -1.87 -3.72  0.480
42 H -3.81 -1.22 -2.18  0.421
43 H -2.67 -2.59 -2.16  0.204
44 H -1.07 -0.72 -4.98  0.503
45 H -0.29 -2.04 -4.04  0.332
46 H 0.44 -0.42 -4.09  0.205
47 C 2.64 -0.17 -2.43  0.786
48 C 3.50 -1.19 -2.90  -0.610
49 C 4.14 -0.95 -4.13  -0.607
50 C 3.87 0.21 -4.86  -0.707
51 C 3.06 1.23 -4.34  -0.503
52 C 2.49 1.07 -3.10  -0.229
53 O 1.94 -0.09 -1.28  -0.346
54 H 0.74 -1.68 -0.75  -0.137
55 H 3.75 -2.08 -2.30  0.262
56 H 4.81 -1.69 -4.59  0.402
57 H 4.25 0.25 -5.87  0.412
58 H 2.80 2.13 -4.86  0.456
59 H 1.88 1.83 -2.64  0.214
60 O 1.02 0.70 1.80  -0.246
61 C 1.20 1.41 2.85  0.249
62 C 0.60 2.77 3.08  -0.751
63 C -0.49 2.77 4.16  -0.259
64 C 0.12 2.84 5.55  -0.836
65 C 1.03 1.67 5.94  -0.583
66 C 2.30 1.51 5.08  -0.802
67 N 2.01 0.92 3.79  -0.135
68 H 1.42 3.41 3.44  0.449
69 H 0.24 3.13 2.11  0.364
70 H -1.11 3.64 3.98  0.390
71 H -1.19 1.93 4.10  0.051
72 H 0.71 3.76 5.64  0.332
73 H -0.67 2.89 6.30  0.390
74 H 1.38 1.80 6.99  0.376
75 H 0.47 0.72 5.90  0.283
76 H 2.77 2.50 4.97  0.302
77 H 3.02 0.87 5.60  0.456
78 H 2.52 0.05 3.53  0.349


C23H49AlN2O2P3 | ωB97M-V with the def2-TZVPD basis set

Summary:
HOMO: -0.5204 hartree
total charge: +3

Last column: Mulliken charge in e.
CARTESIAN COORDINATES (ANGSTROEM)
1 Al 0.08 0.18 -0.08  -0.112
2 P -2.10 1.19 0.52  0.861
3 P -1.18 -2.24 0.30  0.911
4 P 0.90 2.22 -1.08  0.923
5 H -0.67 -1.52 -2.43  0.381
6 C 0.11 -0.76 -2.30  -0.638
7 C 1.26 -1.03 -1.58  -0.468
8 H 1.43 -2.03 -1.15  0.320
9 C -3.19 1.24 -0.95  -0.966
10 C -3.11 0.42 1.83  -1.274
11 C -2.00 2.92 1.10  -1.389
12 C -0.23 -3.73 -0.21  -1.517
13 C -1.71 -2.83 1.96  -1.391
14 C -2.72 -2.50 -0.66  -1.301
15 C 2.46 2.10 -2.02  -1.422
16 C 1.36 3.42 0.22  -1.265
17 C -0.18 3.11 -2.25  -1.475
18 H 0.01 0.12 -2.95  0.346
19 H 2.21 -0.50 -1.77  0.584
20 H -4.15 1.70 -0.68  0.526
21 H -3.36 0.22 -1.31  0.242
22 H -2.71 1.83 -1.74  0.141
23 H -3.92 1.12 2.07  0.604
24 H -2.49 0.26 2.73  0.306
25 H -3.53 -0.54 1.49  0.379
26 H -2.99 3.19 1.51  0.598
27 H -1.73 3.59 0.28  0.366
28 H -1.25 2.99 1.91  0.390
29 H -0.85 -4.62 -0.06  0.497
30 H 0.68 -3.82 0.39  0.380
31 H 0.05 -3.67 -1.27  0.456
32 H -2.34 -3.73 1.85  0.535
33 H -2.28 -2.07 2.50  0.318
34 H -0.82 -3.10 2.56  0.385
35 H -3.04 -3.55 -0.68  0.520
36 H -2.55 -2.16 -1.69  0.297
37 H -3.53 -1.90 -0.24  0.377
38 H 2.71 3.11 -2.36  0.547
39 H 2.34 1.44 -2.88  0.429
40 H 3.27 1.72 -1.38  0.322
41 H 1.80 4.31 -0.25  0.497
42 H 2.10 2.96 0.90  0.301
43 H 0.48 3.71 0.81  0.338
44 H 0.38 3.90 -2.78  0.662
45 H -1.03 3.57 -1.74  0.608
46 H -0.56 2.39 -2.98  0.178
47 C -3.45 3.86 -4.78  0.594
48 C -4.48 3.89 -5.74  -0.745
49 C -4.14 3.54 -7.05  -0.357
50 C -2.82 3.21 -7.39  -0.535
51 C -1.79 3.33 -6.44  -0.386
52 C -2.12 3.76 -5.15  -0.317
53 O -3.63 3.72 -3.41  -0.402
54 H -4.57 3.81 -3.17  0.296
55 H -5.49 4.16 -5.47  0.385
56 H -4.92 3.50 -7.84  0.362
57 H -2.58 2.87 -8.40  0.386
58 H -0.76 3.09 -6.68  0.387
59 H -1.36 3.91 -4.38  0.368
60 C 3.96 -0.45 0.68  -0.739
61 N 3.42 -0.75 1.99  0.059
62 C 4.32 -1.35 2.96  -0.590
63 C 3.78 -1.32 4.37  -0.818
64 C 2.31 -1.62 4.41  -0.574
65 N 1.60 -0.81 3.43  0.090
66 C 0.21 -0.48 3.77  -0.853
67 C 2.12 -0.57 2.21  0.463
68 O 1.35 -0.17 1.22  -0.060
69 H 3.57 -1.15 -0.07  0.163
70 H 5.04 -0.58 0.74  0.431
71 H 3.75 0.58 0.37  0.154
72 H 4.54 -2.40 2.68  0.338
73 H 5.28 -0.82 2.91  0.412
74 H 3.95 -0.33 4.81  0.350
75 H 4.30 -2.05 4.97  0.389
76 H 1.90 -1.38 5.39  0.403
77 H 2.14 -2.70 4.22  0.289
78 H -0.34 -1.40 3.99  0.380
79 H 0.20 0.13 4.68  0.495
80 H -0.26 0.07 2.96  -0.123